# 1
{"formula": "C5H25NO7", "method": "the ωB97M-V functional and the def2-TZVPD basis", "smiles": "CNCC[C@H](C)O.O.O.O.O.O.O", "e_tot_ha": -786.8861, "homo_ev": -8.5, "e_above_lowest_kj_mol": 123.5, "gap_ev": 8.909, "elements": ["C", "N", "C", "C", "C", "C", "O", "H", "H", "H", "H", "H", "H", "H", "H", "H", "H", "H", "H", "H", "O", "H", "H", "O", "H", "H", "O", "H", "H", "O", "H", "H", "O", "H", "H", "O", "H", "H"], "coordinates": [[3.051, 0.019, 0.623], [1.713, 0.488, 0.511], [1.267, 1.650, 1.240], [-0.242, 1.629, 1.678], [-1.218, 0.854, 0.780], [-1.918, 1.718, -0.273], [-2.202, 0.210, 1.604], [3.712, 0.886, 0.792], [3.525, -0.208, -0.336], [3.297, -0.732, 1.377], [1.046, -0.143, 0.135], [1.390, 2.554, 0.626], [1.921, 1.865, 2.088], [-0.354, 1.271, 2.696], [-0.542, 2.675, 1.704], [-0.774, -0.028, 0.333], [-2.458, 1.033, -0.922], [-2.724, 2.353, 0.117], [-1.266, 2.462, -0.723], [-2.873, 0.735, 1.981], [0.586, -1.116, -3.595], [0.561, -1.755, -2.869], [-0.338, -0.849, -3.665], [-1.177, -2.974, 0.965], [-1.925, -2.520, 0.612], [-0.849, -2.468, 1.731], [1.455, 1.551, -3.330], [1.019, 0.695, -3.197], [2.373, 1.365, -3.121], [-0.825, -1.124, 3.121], [-0.150, -0.466, 3.066], [-1.566, -0.786, 2.595], [-1.867, -1.054, -2.021], [-1.623, -1.962, -2.207], [-1.113, -0.498, -1.901], [0.416, -2.256, -1.128], [1.053, -2.663, -0.530], [-0.378, -2.413, -0.558]], "atomic_forces_ev_per_a": [[1.5, 1.3, -0.5], [0.0, 0.0, 0.4], [-0.6, 0.4, -0.5], [0.9, 0.2, -0.4], [-0.6, 1.0, 0.6], [-0.5, -0.1, 0.5], [0.0, -1.3, -1.1], [-0.3, 0.0, 0.7], [-0.6, -0.9, -0.2], [-0.2, -0.2, 0.0], [-0.3, -0.3, -0.2], [0.0, -0.1, -0.2], [-0.2, -0.4, 0.3], [0.1, -0.1, 0.1], [-0.2, 0.1, 0.1], [0.4, 0.1, -0.3], [0.4, 0.3, -0.7], [0.2, -0.2, 0.7], [0.3, -0.5, -0.6], [-1.0, 1.5, 0.3], [-0.3, 0.1, -0.2], [0.3, 0.0, 0.2], [0.0, -0.1, -0.4], [1.0, -0.7, 0.0], [-1.1, 0.6, 0.0], [-0.2, 0.2, 0.1], [-0.1, 0.2, 0.2], [0.3, -0.1, -0.2], [0.0, 0.0, 0.0], [0.2, -1.9, 0.8], [0.6, 0.5, 0.0], [0.0, 0.5, 0.0], [-1.9, -0.1, 0.0], [0.5, 0.1, 0.0], [1.0, 0.0, 0.2], [-0.4, -0.3, 1.0], [0.5, -0.1, -0.4], [0.4, 0.0, -0.3]]}

# 2
{"formula": "C5H25NO8", "method": "the ωB97M-V functional and the def2-TZVPD basis", "smiles": "CC[C@@H](C)NC=O.O.O.O.O.O.O.O", "e_tot_ha": -862.2338, "homo_ev": -9.7, "e_above_lowest_kj_mol": 0.0, "gap_ev": 9.811, "elements": ["C", "C", "C", "C", "N", "C", "O", "H", "H", "H", "H", "H", "H", "H", "H", "H", "H", "H", "O", "H", "H", "O", "H", "H", "O", "H", "H", "O", "H", "H", "O", "H", "H", "O", "H", "H", "O", "H", "H"], "coordinates": [[-1.951, 1.058, -1.234], [-0.654, 0.663, -0.548], [-0.644, -0.803, -0.116], [-0.480, -1.745, -1.305], [0.461, -1.026, 0.809], [0.342, -1.722, 1.943], [-0.687, -2.233, 2.378], [-2.821, 0.812, -0.625], [-1.985, 2.125, -1.441], [-2.101, 0.582, -2.205], [0.229, 0.893, -1.154], [-0.496, 1.264, 0.343], [-1.569, -1.048, 0.389], [-0.475, -2.796, -1.003], [0.454, -1.563, -1.851], [-1.314, -1.638, -2.001], [1.380, -0.687, 0.550], [1.290, -1.822, 2.472], [3.182, -0.250, -2.814], [3.431, -1.148, -3.040], [2.411, -0.017, -3.385], [0.480, 1.073, 3.282], [-0.481, 1.188, 3.083], [0.631, 1.524, 4.113], [0.937, 0.368, -4.357], [0.167, 0.567, -3.818], [1.006, 1.115, -4.961], [3.089, 0.030, -0.081], [3.755, 0.713, 0.090], [3.062, -0.050, -1.060], [1.914, 1.966, 1.031], [2.058, 1.123, 0.596], [1.415, 1.769, 1.859], [-3.086, -1.026, 2.502], [-3.771, -1.612, 2.156], [-2.255, -1.552, 2.445], [-2.171, 1.532, 2.615], [-2.599, 0.652, 2.681], [-2.156, 1.720, 1.665]], "atomic_forces_ev_per_a": [[0.0, 0.2, -0.4], [-0.2, -0.1, 0.3], [0.8, -0.1, -0.6], [-0.2, -0.3, -0.3], [-0.4, -0.1, 0.1], [0.1, 0.0, -0.1], [0.0, 0.0, -0.1], [0.0, -0.1, 0.1], [0.0, 0.2, 0.1], [0.1, -0.2, 0.0], [-0.1, -0.1, -0.2], [-0.1, 0.1, 0.1], [-0.1, 0.1, 0.3], [0.0, 0.2, 0.2], [-0.1, 0.1, 0.1], [0.0, 0.1, -0.1], [0.0, -0.1, 0.1], [0.2, 0.0, 0.2], [-0.5, 0.3, -0.2], [0.0, -0.2, -0.1], [0.4, -0.2, 0.3], [-0.3, -0.1, -0.2], [0.3, 0.1, 0.2], [0.0, 0.1, 0.2], [0.1, 0.1, -0.1], [-0.2, 0.0, 0.2], [0.1, 0.0, 0.0], [0.6, -0.4, -0.7], [-0.2, -0.2, 0.1], [0.1, -0.1, 0.0], [-0.7, 0.9, 1.0], [0.0, 0.0, 0.0], [0.4, 0.1, -0.6], [-0.2, -0.5, -0.2], [0.1, 0.3, 0.2], [0.0, 0.1, 0.1], [0.1, -0.1, -0.3], [-0.1, 0.1, -0.1], [-0.1, 0.0, 0.3]]}